97
Properties=species:S:1:pos:R:3:lowdin_charge:R:1 method="wB97M-V/def2-TZVPD" energy_ev=-52509.298 multiplicity=1 homo_lumo_gap_ha=0.3665
C 3.867 -4.039 0.972 0.053
C 2.938 -3.597 0.132 -0.099
C 1.752 -3.054 -0.849 -0.091
C 0.379 -3.071 0.018 -0.239
O -0.556 -4.202 -0.158 -0.037
C -1.878 -3.866 0.376 -0.242
O -2.888 -4.656 0.362 0.036
C -1.741 -2.357 1.001 -0.153
C -3.074 -1.467 1.181 -0.092
C -3.913 -1.755 2.533 -0.166
O -3.957 -0.513 3.301 -0.068
C -3.423 -0.663 4.624 -0.357
C -2.066 -1.432 5.025 -0.011
O -4.065 -0.088 5.588 0.011
C -0.663 -1.815 -0.097 -0.178
C -0.103 -0.296 0.026 -0.137
C 1.309 -0.149 0.817 -0.176
C 1.239 1.277 1.625 -0.138
C 0.857 0.886 3.172 -0.223
O 1.176 2.044 4.016 -0.272
C 1.698 1.549 5.310 -0.101
H 4.586 -4.517 1.747 0.050
H 2.011 -1.985 -1.262 0.105
H 1.728 -3.747 -1.779 0.128
H 0.623 -3.169 1.157 0.150
H -1.364 -2.594 2.071 0.153
H -2.815 -0.329 1.184 0.122
H -3.777 -1.609 0.263 0.135
H -5.011 -1.965 2.197 0.133
H -3.584 -2.684 3.124 0.124
H -1.117 -1.051 4.498 0.065
H -1.908 -1.329 6.172 0.102
H -2.263 -2.570 4.843 0.092
H -1.322 -1.747 -1.061 0.164
H -0.876 0.369 0.557 0.094
H 0.036 0.153 -1.040 0.107
H 2.167 -0.113 0.032 0.105
H 1.520 -1.044 1.512 0.102
H 0.419 1.971 1.188 0.121
H 2.281 1.787 1.680 0.111
H -0.282 0.685 3.269 0.122
H 1.503 -0.046 3.430 0.122
H 2.846 1.424 5.189 0.105
H 1.161 0.543 5.540 0.090
H 1.407 2.339 6.093 0.099
C 1.601 0.905 -4.652 -0.179
C 3.067 1.258 -4.724 -0.173
C 3.501 1.103 -3.281 -0.195
O 2.671 0.084 -2.703 -0.163
C 1.592 -0.192 -3.607 -0.212
H 1.178 0.587 -5.606 0.115
H 1.029 1.767 -4.293 0.119
H 3.593 0.531 -5.352 0.119
H 3.259 2.256 -5.122 0.109
H 3.339 2.027 -2.716 0.121
H 4.552 0.817 -3.188 0.119
H 1.778 -1.172 -4.060 0.120
H 0.652 -0.238 -3.052 0.098
C -0.123 4.173 -8.724 -0.180
C 1.344 4.526 -8.796 -0.180
C 1.778 4.371 -7.353 -0.205
O 0.948 3.353 -6.776 -0.156
C -0.132 3.076 -7.679 -0.206
H -0.546 3.855 -9.679 0.116
H -0.695 5.036 -8.365 0.117
H 1.870 3.798 -9.424 0.117
H 1.538 5.523 -9.195 0.115
H 1.616 5.295 -6.788 0.119
H 2.829 4.085 -7.259 0.114
H 0.053 2.096 -8.131 0.117
H -1.073 3.033 -7.124 0.119
C -6.296 -6.309 1.925 -0.173
C -7.596 -5.539 1.887 -0.180
C -7.256 -4.306 2.700 -0.199
O -5.856 -4.057 2.511 -0.174
C -5.268 -5.198 1.869 -0.213
H -6.189 -7.030 1.111 0.117
H -6.213 -6.849 2.874 0.116
H -7.827 -5.253 0.855 0.116
H -8.447 -6.092 2.287 0.114
H -7.425 -4.477 3.769 0.119
H -7.831 -3.429 2.392 0.119
H -5.041 -4.920 0.837 0.102
H -4.335 -5.463 2.372 0.115
C 4.522 4.872 4.144 -0.178
C 5.567 4.991 3.060 -0.182
C 5.121 3.929 2.074 -0.205
O 3.694 3.836 2.182 -0.151
C 3.272 4.560 3.346 -0.199
H 4.422 5.769 4.759 0.115
H 4.764 4.031 4.803 0.113
H 5.507 5.981 2.595 0.116
H 6.588 4.841 3.415 0.113
H 5.541 2.950 2.328 0.117
H 5.397 4.171 1.044 0.116
H 2.778 5.477 3.009 0.121
H 2.552 3.963 3.910 0.097


53
Properties=species:S:1:pos:R:3:nbo_charge:R:1 method="wB97M-V/def2-TZVPD" energy_ev=-212037.777 s2=2.05 multiplicity=3 charge=+1 homo_lumo_gap_ha="0.1911 / 0.1305"
Pt 0.826 -1.148 0.243 0.850
Cl -2.775 -4.247 5.396 0.149
C -2.258 -3.603 3.916 0.041
C -1.086 -2.816 3.893 -0.224
C -0.684 -2.313 2.701 -0.081
Cl 0.738 -1.313 2.591 0.183
C -1.397 -2.540 1.473 0.428
O -1.023 -2.063 0.374 -0.541
C -2.593 -3.347 1.561 -0.052
Cl -3.461 -3.644 0.132 0.137
C -3.001 -3.868 2.758 -0.250
H -0.532 -2.622 4.801 0.267
H -3.889 -4.482 2.810 0.270
Br 1.026 -0.369 -6.299 0.120
C 0.990 -0.697 -4.451 -0.054
C -0.185 -1.229 -3.872 -0.319
C -0.206 -1.410 -2.522 0.065
N 0.859 -1.136 -1.739 -0.479
C 2.013 -0.626 -2.289 0.117
C 2.071 -0.395 -3.681 -0.240
C 3.028 -0.327 -1.361 0.119
C 4.372 -0.043 -1.687 -0.237
C 5.263 0.207 -0.692 -0.058
Br 7.062 0.559 -1.094 0.121
C 4.852 0.182 0.664 -0.316
C 3.553 -0.118 0.931 0.071
N 2.634 -0.355 -0.034 -0.499
H -1.039 -1.492 -4.477 0.248
H -1.078 -1.805 -2.019 0.226
H 2.954 0.049 -4.116 0.242
H 4.687 -0.062 -2.720 0.242
H 5.544 0.396 1.463 0.249
H 3.200 -0.138 1.954 0.199
C -0.450 2.141 1.416 -0.255
C -1.328 3.428 1.403 -0.255
N -2.234 3.394 0.257 -0.406
C -3.098 2.222 0.363 -0.256
C -2.230 0.929 0.378 -0.253
N -0.811 1.284 0.282 -0.466
C -0.583 2.020 -0.967 -0.258
C -1.452 3.311 -0.978 -0.256
H -0.596 1.574 2.340 0.187
H 0.612 2.384 1.332 0.203
H -0.710 4.323 1.332 0.208
H -1.924 3.506 2.313 0.203
H -3.789 2.220 -0.481 0.207
H -3.689 2.309 1.276 0.203
H -2.476 0.274 -0.462 0.200
H -2.383 0.362 1.303 0.180
H -0.836 1.363 -1.803 0.200
H 0.483 2.253 -1.035 0.204
H -2.139 3.315 -1.825 0.207
H -0.829 4.203 -1.052 0.208


8
Properties=species:S:1:pos:R:3:nbo_charge:R:1 method="wB97M-V/def2-TZVPD" energy_ev=-84033.777 multiplicity=1 homo_lumo_gap_ha=0.3098
C -1.258 -0.075 0.826 -0.197
C -0.365 -0.362 -0.017 -0.078
C 0.892 0.335 -0.711 -0.424
S -1.293 -1.956 0.210 -0.030
Br 1.840 1.459 0.606 0.020
H -1.881 0.255 1.568 0.252
H 0.425 0.694 -1.520 0.225
H 1.641 -0.350 -0.963 0.232


11
Properties=species:S:1:pos:R:3:nbo_charge:R:1 method="wB97M-V/def2-TZVPD" energy_ev=-9341.774 multiplicity=1 homo_lumo_gap_ha=0.3371
O -0.011 3.065 0.206 -0.498
C 0.631 2.072 0.269 0.757
C -1.542 -0.810 -0.344 -0.353
C -0.336 -1.357 -0.184 -0.221
C 0.896 -0.615 0.131 -0.278
C 0.942 0.700 0.235 0.178
O 1.929 1.701 0.518 -0.441
H -1.708 0.261 -0.244 0.197
H -2.407 -1.419 -0.583 0.207
H -0.216 -2.432 -0.289 0.213
H 1.821 -1.166 0.284 0.238


Asked for ΔE to the lowest compared entry with this formula, charge and spin across the records above, the calculation gives 6.493, 0.750, 1.754, 2.408 eV in order.
Asked for max |F| across the records above, the calculation gives 6.99, 0.49, 5.48, 0.79 eV/A in order.